{
  "formula": "C29H33FHfN10O3S2",
  "method": "the ωB97M-V functional and the def2-TZVPD basis",
  "symbols": ["Hf", "C", "C", "N", "N", "C", "S", "N", "N", "H", "H", "H", "H", "H", "H", "C", "N", "C", "C", "N", "C", "S", "C", "C", "C", "C", "C", "N", "H", "H", "H", "H", "H", "H", "H", "H", "H", "F", "C", "C", "C", "C", "O", "C", "C", "N", "C", "C", "C", "C", "C", "C", "N", "C", "C", "N", "C", "C", "C", "O", "O", "H", "H", "H", "H", "H", "H", "H", "H", "H", "H", "H", "H", "H", "H", "H", "H", "H", "H"],
  "positions_angstrom": [[-1.98232, -1.98403, 0.98298], [2.22633, -5.56418, 1.15900], [1.91108, -4.38187, 1.99226], [2.63088, -3.88663, 2.93964], [1.91746, -2.83156, 3.43310], [0.75939, -2.64452, 2.81830], [-0.47377, -1.52089, 3.13396], [0.75030, -3.61712, 1.86717], [-0.36306, -3.84696, 1.04546], [3.22782, -5.90595, 1.40914], [2.20693, -5.32055, 0.09481], [1.52595, -6.37771, 1.35630], [2.27629, -2.31534, 4.22497], [-0.01602, -4.12014, 0.12514], [-0.87600, -4.65047, 1.42133], [-5.83125, -2.70220, 4.29034], [-5.78859, -2.71501, 2.81788], [-6.86267, -2.35100, 2.02991], [-6.49039, -2.48406, 0.74694], [-5.17108, -2.94208, 0.74788], [-4.75920, -3.06897, 2.04787], [-3.19973, -3.50827, 2.66764], [-4.51321, -3.37466, -0.43567], [-5.26996, -3.81151, -1.51038], [-4.61974, -4.15736, -2.68328], [-3.23329, -4.07953, -2.74793], [-2.56541, -3.67257, -1.61747], [-3.17663, -3.30492, -0.47602], [-6.15118, -1.71457, 4.61153], [-4.83877, -2.91581, 4.67143], [-6.53247, -3.46403, 4.62147], [-7.79211, -2.02435, 2.46461], [-7.02071, -2.26975, -0.16238], [-6.34229, -3.90654, -1.43147], [-5.19436, -4.49513, -3.53598], [-2.68586, -4.34278, -3.64088], [-1.48220, -3.60404, -1.63084], [4.41973, 0.34357, -0.82770], [3.27877, 1.04003, -0.75629], [2.14108, 0.34675, -0.51938], [0.91056, 1.02088, -0.37063], [-0.29939, 0.34302, -0.09755], [-0.37810, -0.96879, 0.04125], [-1.46022, 1.12295, 0.07270], [-1.41485, 2.48814, -0.03889], [-0.28050, 3.12560, -0.34046], [-0.29582, 4.59095, -0.40335], [-1.45823, 5.27273, -1.05813], [-0.12320, 5.25811, -1.73823], [0.91143, 2.42841, -0.49316], [2.10356, 3.12365, -0.74702], [3.32460, 2.47003, -0.88123], [4.50241, 3.14972, -1.11255], [4.64608, 4.56258, -0.77768], [5.21320, 5.34048, -1.95969], [6.32220, 4.52650, -2.61496], [6.88190, 3.50390, -1.66575], [5.80139, 2.48405, -1.32372], [-2.60689, 0.24206, 0.42333], [-3.05173, -0.54839, -0.44398], [-2.74189, -0.13602, 1.65397], [2.19655, -0.72802, -0.42520], [-2.27687, 3.12206, 0.11172], [0.14286, 5.03309, 0.48196], [-1.80607, 6.18750, -0.60194], [-2.22719, 4.66117, -1.50918], [0.45351, 6.17172, -1.76806], [-0.03275, 4.61129, -2.60058], [2.03890, 4.19227, -0.84665], [5.28379, 4.67295, 0.10310], [3.69714, 5.01293, -0.51028], [5.65101, 6.28606, -1.64627], [4.47021, 5.52875, -2.73117], [7.06592, 5.14776, -2.94122], [5.96294, 4.05786, -3.44866], [7.24856, 4.05828, -0.80485], [7.72715, 3.01768, -2.14786], [6.14302, 1.93972, -0.44117], [5.71506, 1.77309, -2.14340]],
  "atomic_forces_ev_per_a": [[0.00, -0.02, 0.35], [0.02, 0.04, -0.01], [0.04, -0.07, -0.04], [0.03, 0.00, 0.01], [-0.01, -0.01, 0.00], [-0.12, 0.03, -0.05], [0.00, -0.11, -0.14], [-0.01, 0.07, 0.13], [-0.02, -0.12, -0.07], [-0.01, -0.01, 0.02], [-0.01, -0.02, -0.01], [0.01, -0.02, -0.02], [-0.01, 0.00, 0.00], [0.04, 0.04, 0.01], [-0.02, -0.01, -0.07], [0.07, 0.00, -0.18], [0.04, -0.01, 0.01], [-0.02, -0.02, -0.05], [-0.03, 0.03, 0.02], [-0.02, -0.01, 0.00], [0.10, -0.07, 0.09], [-0.20, 0.18, -0.26], [-0.11, 0.01, 0.10], [0.14, -0.10, 0.04], [-0.01, 0.00, -0.06], [-0.08, -0.09, 0.18], [0.20, -0.02, -0.25], [0.08, 0.15, -0.06], [-0.03, -0.03, 0.06], [-0.02, 0.00, 0.04], [0.00, 0.02, 0.05], [-0.02, 0.01, -0.04], [-0.03, 0.02, 0.02], [0.00, -0.01, 0.02], [0.00, 0.00, 0.00], [-0.01, -0.01, -0.01], [-0.01, 0.06, -0.01], [0.00, -0.02, -0.06], [0.03, 0.07, 0.06], [-0.04, 0.08, 0.00], [0.00, -0.02, -0.13], [-0.19, -0.15, 0.09], [-0.07, -0.01, 0.05], [-0.09, 0.32, -0.04], [0.12, -0.01, -0.03], [0.03, 0.01, 0.03], [-0.05, -0.07, -0.07], [0.09, -0.02, 0.01], [-0.02, -0.01, 0.10], [0.01, 0.08, 0.00], [-0.10, -0.14, 0.03], [0.10, -0.08, 0.03], [-0.07, 0.06, 0.04], [-0.06, 0.09, 0.01], [0.18, -0.08, -0.15], [-0.05, 0.02, 0.06], [-0.03, 0.15, -0.12], [0.07, -0.06, 0.00], [0.09, -0.25, 0.14], [-0.05, -0.11, 0.04], [0.29, 0.33, 0.00], [-0.02, -0.01, 0.01], [-0.04, -0.06, 0.00], [0.00, 0.04, -0.02], [-0.02, 0.00, -0.01], [-0.04, 0.03, 0.01], [0.00, 0.00, -0.03], [0.03, 0.03, -0.03], [0.02, 0.01, -0.03], [0.02, -0.01, -0.01], [0.02, -0.01, 0.00], [-0.06, 0.01, 0.05], [-0.03, 0.02, 0.04], [0.00, 0.00, 0.01], [0.00, -0.02, 0.01], [0.02, -0.06, 0.02], [0.00, -0.04, 0.04], [-0.02, 0.01, -0.02], [-0.01, -0.02, 0.01]],
  "orbital_gap_ha": 0.278,
  "charge": 4,
  "e_homo_ev": -17.8
}


{
  "formula": "C5H11NO",
  "method": "the ωB97M-V functional and the def2-TZVPD basis",
  "symbols": ["C", "C", "N", "C", "O", "H", "H", "H", "H", "H", "H", "H", "C", "C", "H", "H", "H", "H"],
  "positions_angstrom": [[0.93569, 1.30912, 1.77962], [1.11668, 0.67875, 0.44386], [1.43243, -0.54730, 0.31745], [1.62043, -1.01214, -0.99575], [2.20797, -0.41804, -1.86827], [-0.05983, 1.75629, 1.86129], [1.06854, 0.57082, 2.57028], [1.66056, 2.11835, 1.91688], [0.96886, 1.31319, -0.43864], [1.21736, -2.02792, -1.14226], [-0.93872, -2.30793, 1.49114], [-0.31583, -1.92450, 1.34117], [-1.76074, -0.54950, -1.40845], [-1.87689, 0.71289, -1.01785], [-1.38704, -0.81170, -2.39215], [-2.03147, -1.37458, -0.75918], [-1.60525, 1.53974, -1.66505], [-2.25274, 0.97445, -0.03412]],
  "atomic_forces_ev_per_a": [[0.00, -0.05, 0.14], [0.10, -0.09, 0.02], [0.02, 0.34, -0.04], [0.20, 0.14, -0.32], [-0.22, -0.23, 0.36], [0.07, -0.03, -0.05], [-0.01, 0.06, -0.06], [-0.06, -0.05, -0.07], [0.00, -0.12, 0.05], [0.00, 0.09, -0.02], [0.05, 0.02, 0.01], [-0.11, -0.08, 0.04], [-0.03, 0.13, 0.04], [-0.01, -0.13, -0.06], [-0.02, 0.06, 0.02], [0.00, 0.07, -0.01], [-0.01, -0.06, -0.01], [0.00, -0.06, -0.04]],
  "smiles": "C/C=N/C=O.[H][H].C=C",
  "orbital_gap_ha": 0.383,
  "charge": 0,
  "e_homo_ev": -10.0
}


{
  "formula": "CH3NO3S",
  "method": "the ωB97M-V functional and the def2-TZVPD basis",
  "symbols": ["C", "N", "O", "O", "O", "S", "H", "H", "H"],
  "positions_angstrom": [[0.96599, -0.02955, 0.66855], [-1.44982, 0.11347, -0.42008], [-0.90886, -0.94231, -0.60237], [-2.54667, 0.31670, -0.79918], [1.58033, 0.08535, -0.51288], [-0.65063, 1.23146, 0.58557], [1.59261, 0.34553, 1.38612], [0.39526, -0.95030, 0.87666], [1.02179, -0.17036, -1.18238]],
  "atomic_forces_ev_per_a": [[-2.49, -0.25, -1.00], [2.97, 1.09, -1.35], [2.66, -5.47, -0.50], [-6.71, 2.41, -0.74], [2.43, 1.27, 1.90], [1.55, 1.25, 2.30], [1.27, 0.92, 2.08], [0.58, 0.36, -0.03], [-2.26, -1.57, -2.65]],
  "multiplicity": 3,
  "orbital_gap_ha": [0.218, 0.217],
  "charge": 0,
  "e_homo_ev": [-6.1, -10.1]
}


{
  "formula": "C6H10BrF",
  "method": "the ωB97M-V functional and the def2-TZVPD basis",
  "symbols": ["C", "C", "F", "C", "C", "C", "C", "Br", "H", "H", "H", "H", "H", "H", "H", "H", "H", "H"],
  "positions_angstrom": [[0.75131, -1.69077, -0.57648], [-0.16579, -0.47014, -0.81226], [-1.24652, -0.82060, -1.64733], [0.44412, 0.89365, -1.39047], [0.04542, 1.58099, -0.07780], [-0.70929, 0.28283, 0.46123], [-0.29077, -0.16849, 1.87584], [-2.61822, 0.55023, 0.45876], [0.17024, -2.56300, -0.55055], [1.25058, -1.60223, 0.43573], [1.40895, -1.81338, -1.36595], [-0.06239, 1.21755, -2.23726], [1.45951, 0.90370, -1.65095], [0.89362, 1.87624, 0.55316], [-0.56765, 2.44111, -0.28365], [-0.72307, -1.15616, 2.17770], [-0.89589, 0.48875, 2.68075], [0.85582, 0.04970, 1.94954]],
  "atomic_forces_ev_per_a": [[-0.91, 2.04, 2.29], [-0.06, 0.47, -0.89], [0.72, -0.47, 0.26], [-0.54, -2.06, 2.48], [-0.04, -0.34, 0.28], [1.04, 1.13, 0.13], [-0.62, 1.73, 1.35], [-0.36, -0.08, -0.10], [-1.10, -1.22, 0.21], [-0.23, -0.06, -1.40], [1.63, 0.00, -1.40], [-1.34, 0.50, -1.36], [1.62, -0.26, -0.03], [-0.24, -0.12, -0.08], [-0.38, 0.31, 0.42], [1.17, 0.34, -0.66], [1.77, -0.89, -1.90], [-2.12, -1.00, 0.40]],
  "smiles": "C[C@]1(F)CC[C@@]1(C)Br",
  "orbital_gap_ha": 0.396,
  "charge": 0,
  "e_homo_ev": -9.9
}


{
  "formula": "C4H6O5S",
  "method": "the ωB97M-V functional and the def2-TZVPD basis",
  "symbols": ["C", "C", "O", "O", "C", "O", "C", "O", "O", "S", "H", "H", "H", "H", "H", "H"],
  "positions_angstrom": [[1.81323, -1.18158, 0.47621], [1.85065, 0.19004, -0.12848], [2.48421, 0.48194, -1.10600], [1.12921, 1.15076, 0.56169], [-0.14613, 1.41652, 0.03351], [-1.12403, 1.11369, 1.01649], [-2.02175, 0.13692, 0.83312], [-2.99280, 0.02769, 1.50714], [-1.67875, -0.77858, -0.13827], [-2.64785, -0.63977, -1.51727], [2.02851, -1.90688, -0.30765], [0.86203, -1.39542, 0.96172], [2.59608, -1.25423, 1.23766], [-0.22606, 2.48460, -0.16988], [-0.30701, 0.86266, -0.88694], [-1.61954, -0.70835, -2.37304]],
  "atomic_forces_ev_per_a": [[0.07, -0.09, 0.05], [0.52, 0.05, -0.51], [-0.53, -0.12, 0.53], [-0.16, -0.15, -0.08], [0.35, 0.29, -0.08], [-0.17, -0.04, -0.18], [-0.02, -0.08, 0.29], [0.06, 0.09, -0.11], [0.12, 0.17, -0.15], [-0.17, -0.21, 0.07], [-0.01, 0.01, 0.12], [0.02, 0.06, -0.08], [-0.06, 0.07, -0.06], [-0.02, -0.07, 0.21], [-0.07, -0.06, 0.01], [0.09, 0.09, -0.03]],
  "smiles": "CC(=O)OCOC(=O)OS",
  "orbital_gap_ha": 0.370,
  "charge": 0,
  "e_homo_ev": -10.2
}


no.,molecular weight (g mol⁻¹)
1,831.27
2,101.15
3,109.11
4,181.05
5,166.15